(1)
Formula: C58H51F6N3O3P2PbSi
Source: the OMol25 dataset
Level of theory: ωB97M-V/def2-TZVPD

**HOMO level**: -6.62 eV
**DFT total energy**: -4395.05540 Eh
**Total charge**: 0
**ΔE to the lowest compared entry with this formula, charge and spin**: 1.271 eV
**LUMO**: -0.300 eV
**Orbital gap**: 6.32 eV

Last column: Mulliken charge in e.
Atoms and positions in Å:
1 Pb 0.09 -0.38 -0.22  3.6024
2 C 2.33 -1.23 3.26  -1.5876
3 Si 2.12 -0.27 1.58  1.9874
4 C 2.25 1.52 2.28  0.0160
5 C 3.42 1.97 2.89  -0.3012
6 C 3.51 3.22 3.49  -1.0532
7 C 2.39 4.04 3.50  -0.9935
8 C 1.22 3.61 2.91  -0.5838
9 C 1.14 2.37 2.29  -0.2596
10 P -0.43 1.80 1.53  1.4428
11 C -1.32 1.29 3.07  -0.1050
12 C -2.24 0.26 2.96  0.3591
13 C -2.97 -0.18 4.06  -0.5460
14 C -2.79 0.43 5.29  -0.8927
15 C -1.88 1.46 5.41  -0.8342
16 C -1.15 1.89 4.32  -0.5741
17 C -1.26 3.40 1.24  0.6113
18 C -2.59 3.61 1.57  -0.7945
19 C -3.17 4.85 1.38  -0.7292
20 C -2.42 5.90 0.88  -0.8641
21 C -1.10 5.69 0.53  -0.8463
22 C -0.53 4.45 0.68  -0.6729
23 C 3.88 -0.45 0.78  0.5941
24 C 5.03 -0.67 1.53  -0.2483
25 C 6.28 -0.71 0.95  -0.9551
26 C 6.42 -0.52 -0.42  -0.9375
27 C 5.29 -0.33 -1.19  -0.4128
28 C 4.03 -0.30 -0.60  -0.8277
29 P 2.56 -0.19 -1.70  1.3565
30 C 2.95 -1.70 -2.68  0.7345
31 C 2.64 -2.91 -2.06  -0.9942
32 C 2.91 -4.11 -2.68  -0.4306
33 C 3.48 -4.13 -3.94  -0.7508
34 C 3.81 -2.93 -4.56  -0.7486
35 C 3.55 -1.72 -3.93  -0.3875
36 C 3.00 1.20 -2.80  0.5719
37 C 2.48 1.29 -4.09  -0.2895
38 C 2.78 2.38 -4.89  -0.7240
39 C 3.61 3.38 -4.42  -0.8166
40 C 4.11 3.30 -3.13  -0.7184
41 C 3.79 2.23 -2.31  -1.0738
42 H 2.97 -0.67 3.94  0.5886
43 H 2.78 -2.21 3.12  0.3968
44 H 1.38 -1.37 3.75  0.3113
45 H 4.29 1.33 2.90  0.4015
46 H 4.43 3.54 3.94  0.4437
47 H 2.43 5.01 3.97  0.4332
48 H 0.36 4.26 2.93  0.6208
49 H -2.38 -0.19 2.00  0.1136
50 H -3.68 -0.99 3.94  0.4506
51 H -3.35 0.10 6.15  0.3915
52 H -1.74 1.94 6.37  0.4170
53 H -0.44 2.70 4.44  0.4519
54 H -3.18 2.78 1.96  0.4487
55 H -4.21 5.00 1.63  0.4102
56 H -2.87 6.88 0.76  0.3742
57 H -0.51 6.51 0.12  0.4675
58 H 0.50 4.27 0.38  0.6898
59 H 4.94 -0.82 2.59  0.4395
60 H 7.16 -0.88 1.56  0.4278
61 H 7.40 -0.53 -0.88  0.4409
62 H 5.40 -0.20 -2.26  0.4432
63 H 2.19 -2.88 -1.07  0.2522
64 H 2.65 -5.04 -2.19  0.4951
65 H 3.68 -5.07 -4.44  0.3917
66 H 4.28 -2.93 -5.54  0.4458
67 H 3.82 -0.80 -4.43  0.4389
68 H 1.84 0.51 -4.49  0.2743
69 H 2.37 2.45 -5.89  0.4456
70 H 3.87 4.21 -5.05  0.3995
71 H 4.74 4.09 -2.75  0.4497
72 H 4.15 2.19 -1.30  0.4506
73 O -3.36 -5.26 4.66  -0.5015
74 C -1.96 -5.22 4.53  -0.5451
75 C -1.57 -4.34 3.37  -0.0165
76 C -0.23 -4.17 3.02  -1.4551
77 C 0.07 -3.32 1.97  -1.0178
78 N -0.85 -2.66 1.28  0.4826
79 C -2.14 -2.84 1.58  0.2722
80 C -2.53 -3.67 2.63  -0.3961
81 C -3.11 -2.09 0.76  -0.1655
82 C -4.49 -2.18 0.95  -0.7900
83 C -5.32 -1.34 0.22  0.3052
84 C -6.82 -1.35 0.42  -0.9956
85 O -7.49 -2.11 -0.56  -0.5169
86 C -4.75 -0.49 -0.71  -1.1975
87 C -3.37 -0.50 -0.86  -0.2469
88 N -2.58 -1.27 -0.14  0.3865
89 H -3.59 -5.68 5.49  0.3206
90 H -1.57 -6.24 4.36  0.2906
91 H -1.49 -4.83 5.44  0.3368
92 H 0.56 -4.67 3.56  0.4817
93 H 1.09 -3.13 1.68  0.6902
94 H -3.56 -3.81 2.90  0.6987
95 H -4.91 -2.87 1.65  0.5555
96 H -7.18 -0.32 0.42  0.3560
97 H -7.08 -1.82 1.37  0.3541
98 H -7.29 -1.75 -1.44  0.3654
99 H -5.34 0.20 -1.30  0.6258
100 H -2.89 0.17 -1.55  -0.0198
101 C -1.01 1.40 -3.44  -0.7625
102 C -1.17 2.42 -2.29  1.4337
103 O -0.95 1.94 -1.08  -0.3337
104 C -2.60 3.04 -2.44  0.0964
105 F -2.73 3.75 -3.58  -0.3315
106 F -2.96 3.85 -1.45  -0.0845
107 F -3.57 2.10 -2.51  -0.2965
108 C -0.20 3.62 -2.61  -0.4309
109 F 0.05 3.76 -3.93  -0.3357
110 F 0.98 3.44 -2.02  0.0128
111 F -0.65 4.82 -2.21  -0.3134
112 H -1.44 0.46 -3.13  -0.0075
113 H 0.06 1.27 -3.61  -0.4763
114 H -1.48 1.74 -4.36  0.6307
115 C -1.65 -3.86 -4.08  -0.6337
116 C -0.98 -2.70 -4.42  -1.1302
117 C -0.26 -2.05 -3.43  -0.3676
118 N -0.18 -2.49 -2.18  1.1692
119 C -0.80 -3.61 -1.87  -0.3584
120 C -1.55 -4.34 -2.78  -1.0071
121 H -2.23 -4.40 -4.82  0.4273
122 H -1.02 -2.30 -5.42  0.5482
123 H 0.29 -1.14 -3.64  0.5009
124 H -0.69 -3.94 -0.85  0.3303
125 H -2.04 -5.25 -2.49  0.5342

***

(2)
Formula: C58H53N9O21Si
Source: the OMol25 dataset
Level of theory: ωB97M-V/def2-TZVPD

**HOMO level**: -9.90 eV
**DFT total energy**: -4603.62531 Eh
**Total charge**: 0
**LUMO**: -1.043 eV
**Orbital gap**: 8.86 eV
**Structure (SMILES)**: C[Si](C)(C)OCCC1=C(N=C=O)C(=O)OC1=O.O=[N+]([O-])c1ccccc1.O=[N+]([O-])c1ccccc1.O=[N+]([O-])c1ccccc1.O=[N+]([O-])c1ccccc1.O=[N+]([O-])c1ccccc1.O=[N+]([O-])c1ccccc1.O=[N+]([O-])c1ccccc1.O=[N+]([O-])c1ccccc1

Last column: Mulliken charge in e.
Atoms and positions in Å:
1 C 12.36 -2.72 -0.82  -1.1595
2 Si 11.08 -1.56 -1.60  0.5218
3 C 11.84 -1.01 -3.25  -1.1671
4 C 10.92 -0.10 -0.39  -1.0508
5 O 9.61 -2.36 -1.80  -0.1418
6 C 8.84 -1.92 -2.93  -0.6202
7 C 7.40 -2.49 -2.79  -1.1616
8 C 7.00 -2.27 -1.35  0.4286
9 C 6.40 -1.16 -0.90  0.5337
10 N 6.00 -0.02 -1.64  -0.5575
11 C 4.97 0.48 -1.18  0.8151
12 O 4.12 0.99 -0.58  -0.4285
13 C 6.24 -1.38 0.59  0.0916
14 O 5.98 -0.59 1.43  -0.5536
15 O 6.49 -2.71 0.87  -0.2019
16 C 7.22 -3.22 -0.19  0.7763
17 O 7.91 -4.19 -0.17  -0.5033
18 H 11.88 -3.54 -0.26  0.3227
19 H 13.02 -2.16 -0.15  0.3443
20 H 12.99 -3.18 -1.59  0.3061
21 H 12.87 -0.68 -3.08  0.3685
22 H 11.88 -1.91 -3.88  0.3139
23 H 11.21 -0.23 -3.68  0.3189
24 H 10.81 0.85 -0.93  0.2901
25 H 10.05 -0.30 0.26  0.2686
26 H 11.80 -0.06 0.26  0.3547
27 H 9.33 -2.24 -3.85  0.3484
28 H 8.73 -0.82 -2.87  0.4348
29 H 6.76 -1.92 -3.48  0.3552
30 H 7.38 -3.55 -3.04  0.4009
31 O 2.52 1.70 -6.45  -0.6162
32 N 1.35 1.47 -6.23  1.0373
33 O 0.48 1.48 -7.07  -0.6119
34 C 0.96 1.18 -4.84  -0.1343
35 C 1.92 1.21 -3.85  -0.3963
36 C 1.55 0.95 -2.53  -0.2241
37 C 0.22 0.67 -2.23  -0.6917
38 C -0.73 0.63 -3.24  -0.5113
39 C -0.36 0.89 -4.55  0.0423
40 H 2.96 1.43 -4.08  0.5047
41 H 2.29 0.98 -1.75  0.3760
42 H -0.07 0.48 -1.21  0.4528
43 H -1.76 0.41 -3.01  0.4788
44 H -1.10 0.87 -5.34  0.3118
45 O -4.04 2.01 0.17  -0.6728
46 N -3.14 2.33 -0.58  1.0642
47 O -2.59 1.58 -1.36  -0.6140
48 C -2.67 3.72 -0.53  -0.1678
49 C -3.25 4.60 0.37  0.0984
50 C -2.80 5.91 0.42  -0.5911
51 C -1.77 6.32 -0.42  -0.4859
52 C -1.20 5.43 -1.33  -0.6833
53 C -1.66 4.12 -1.38  -0.2253
54 H -4.05 4.29 1.02  0.4461
55 H -3.24 6.60 1.12  0.4793
56 H -1.41 7.34 -0.37  0.4020
57 H -0.41 5.75 -1.98  0.4187
58 H -1.21 3.43 -2.09  0.4590
59 O -9.30 -3.02 3.26  -0.6097
60 N -8.38 -2.75 2.51  1.0059
61 O -7.85 -3.53 1.75  -0.6068
62 C -7.88 -1.37 2.54  -0.0662
63 C -8.43 -0.46 3.42  -0.3634
64 C -7.94 0.84 3.45  -0.6628
65 C -6.90 1.21 2.61  -0.3856
66 C -6.35 0.29 1.72  -0.3942
67 C -6.85 -1.01 1.68  -0.4380
68 H -9.24 -0.74 4.08  0.4528
69 H -8.36 1.56 4.14  0.4347
70 H -6.51 2.22 2.64  0.5889
71 H -5.55 0.57 1.06  0.6444
72 H -6.42 -1.73 1.00  0.4661
73 O 5.34 -5.43 3.35  -0.7720
74 N 4.80 -5.17 2.30  1.1067
75 O 5.30 -4.52 1.40  -0.5869
76 C 3.43 -5.66 2.10  0.1795
77 C 2.81 -6.37 3.12  -0.4060
78 C 1.51 -6.82 2.94  -0.4950
79 C 0.85 -6.56 1.74  -0.4513
80 C 1.48 -5.86 0.73  -0.5276
81 C 2.78 -5.41 0.90  -0.2310
82 H 3.32 -6.57 4.05  0.3883
83 H 1.02 -7.37 3.73  0.3992
84 H -0.17 -6.91 1.61  0.3854
85 H 0.96 -5.66 -0.20  0.3803
86 H 3.27 -4.86 0.11  0.4721
87 O -4.77 3.56 -5.78  -0.6125
88 N -5.52 3.13 -6.63  1.0503
89 O -6.63 3.57 -6.85  -0.6191
90 C -5.06 2.00 -7.45  -0.1064
91 C -3.81 1.46 -7.19  -0.2773
92 C -3.38 0.37 -7.95  -0.2086
93 C -4.20 -0.14 -8.95  -0.5246
94 C -5.44 0.42 -9.19  -0.4015
95 C -5.88 1.50 -8.44  -0.4482
96 H -3.17 1.86 -6.42  0.5655
97 H -2.41 -0.06 -7.76  0.4002
98 H -3.86 -0.99 -9.53  0.3810
99 H -6.07 0.02 -9.97  0.3722
100 H -6.85 1.93 -8.63  0.4448
101 O -7.55 4.09 1.89  -0.6102
102 N -7.27 4.11 0.71  1.0891
103 O -6.13 4.17 0.28  -0.4899
104 C -8.36 4.08 -0.27  0.1314
105 C -9.67 4.05 0.19  -0.3376
106 C -10.70 4.04 -0.74  -0.5359
107 C -10.42 4.06 -2.10  -0.4546
108 C -9.10 4.07 -2.54  -0.5969
109 C -8.06 4.09 -1.62  -0.4127
110 H -9.89 4.04 1.25  0.4414
111 H -11.73 4.03 -0.40  0.3799
112 H -11.23 4.06 -2.81  0.3918
113 H -8.88 4.08 -3.60  0.4588
114 H -7.04 4.10 -1.96  0.5429
115 O 5.79 -10.99 8.37  -0.6088
116 N 5.59 -10.46 7.30  1.0122
117 O 5.13 -11.02 6.32  -0.6079
118 C 5.92 -9.03 7.17  0.1265
119 C 6.48 -8.37 8.25  -0.4214
120 C 6.81 -7.03 8.13  -0.3659
121 C 6.58 -6.37 6.93  -0.6545
122 C 6.01 -7.04 5.85  -0.3136
123 C 5.68 -8.38 5.97  -0.4931
124 H 6.65 -8.88 9.19  0.4489
125 H 7.25 -6.50 8.96  0.3799
126 H 6.84 -5.32 6.83  0.4151
127 H 5.83 -6.52 4.92  0.7015
128 H 5.24 -8.91 5.14  0.4733
129 O -6.76 9.72 4.59  -0.6042
130 N -5.96 9.16 5.31  1.0068
131 O -5.50 9.63 6.33  -0.6131
132 C -5.52 7.81 4.93  -0.0982
133 C -5.99 7.25 3.75  -0.4686
134 C -5.55 5.99 3.38  0.1072
135 C -4.65 5.30 4.19  -0.4794
136 C -4.19 5.87 5.37  -0.6454
137 C -4.63 7.13 5.74  -0.3843
138 H -6.69 7.79 3.13  0.4680
139 H -5.90 5.55 2.46  0.3948
140 H -4.30 4.32 3.89  0.4468
141 H -3.49 5.33 5.99  0.3968
142 H -4.27 7.57 6.66  0.4657